# 1
Computed, not measured: a gas-phase ion, C16H27N2O2 (charge +1) at a distorted geometry, with ωB97M-V/def2-TZVPD.

Element x y z (Å)
O 1.6543 0.4122 0.9240
O -0.8443 1.7872 1.0679
N -1.1827 0.8203 -1.8101
N -2.4863 -1.1484 -0.1244
C -1.0087 -1.0120 -0.1432
C -2.6705 -3.2527 1.2101
C 2.8188 -1.4201 0.0418
C -0.5428 2.0486 -1.3909
C 3.9543 0.6960 0.1313
C 5.0673 0.1043 -0.4456
C 3.9330 -1.9980 -0.5320
C 2.8212 -0.0671 0.3763
C 0.2351 2.0298 1.9441
C -0.5624 -0.4379 -1.4946
C 1.6148 1.7605 1.3396
C -2.9912 -1.7701 1.1273
C -0.9713 2.6655 -0.0415
C 5.0632 -1.2362 -0.7817
C -2.6131 0.7324 -1.7216
C -3.0997 0.1799 -0.3680
H -0.5509 -1.9864 0.0172
H 0.5306 1.8609 -1.3910
H 5.9443 0.7056 -0.6291
H 5.9344 -1.6872 -1.2289
H -3.1496 -3.6683 2.0920
H 1.7960 2.4323 0.4898
H -0.7497 2.8066 -2.1549
H -3.0528 -3.7869 0.3426
H -0.3862 3.5754 0.1200
H -0.8164 -1.1478 -2.2932
H 1.9379 -2.0055 0.2561
H 0.0704 1.3500 2.7835
H -4.1866 0.0826 -0.3701
H 3.9912 1.7427 0.3877
H -2.9664 0.0687 -2.5221
H 0.2079 3.0641 2.3092
H -4.0746 -1.6324 1.1565
H 0.5211 -0.3252 -1.4816
H -2.5518 -1.2305 1.9681
H 3.9203 -3.0479 -0.7816
H 2.3728 1.9556 2.1085
H -0.7129 -0.3266 0.6531
H -2.0268 2.9568 -0.0895
H -2.7893 0.8335 0.4476
H -1.6044 -3.4390 1.3000
H -3.0519 1.7155 -1.8897
H -2.7452 -1.7606 -0.9092

## Properties
HOMO level in eV: -11.157
Net charge: +1
Gap between HOMO and LUMO in eV: 8.81
LUMO level in eV: -2.348
SMILES: CC[NH+]1CCN(CCOCCOc2ccccc2)CC1
Energy relative to the best compared isomer or geometry (same formula, charge and spin) in kcal per mole: 32.1

---

# 2
Computed, not measured: 2 unconnected molecules or ions with the total composition C31H33N3O6P at a distorted geometry, with ωB97M-V/def2-TZVPD.

Element x y z (Å)
P -1.6875 1.4551 -2.9708
O 2.7838 -1.2271 3.3235
O -0.9514 1.6940 -4.3112
O -1.6294 0.3203 3.2546
O -2.3076 -1.4881 -2.8000
O -0.7570 -2.0315 -1.1986
O 0.1613 -1.5349 7.0059
N 1.4842 -1.4109 5.1589
N -0.7789 -0.6451 5.1329
N 5.1192 -0.6603 -1.6332
C 0.2800 -1.2217 5.8354
C -5.2967 1.4841 -4.7165
C -5.5670 0.3154 -2.6465
C -2.0036 -0.4095 5.8498
C -0.6517 5.1094 -1.6577
C 3.1879 0.6544 -0.8415
C -1.4145 -3.2681 -1.2969
C -2.2665 3.0400 -0.7970
C 0.6351 -0.0428 1.7916
C 3.4628 -1.6190 -0.0920
C 6.4224 -0.4887 -0.9816
C 2.3946 -1.4685 0.7443
C -6.1060 0.8263 -3.8107
C -1.3230 5.2114 -0.4560
C 0.5601 -0.4706 3.0814
C -3.4274 1.1513 -3.2771
C -0.9301 -4.2770 -0.2815
C -1.5883 2.9455 -1.9860
C -1.3730 -1.1443 -2.0603
C -0.6891 -0.2300 3.8013
C 5.1423 -1.2544 -2.9705
C 1.6846 -1.0585 3.8190
C -4.2237 0.4858 -2.3763
C 3.9026 -0.5536 -0.8867
C -2.1327 4.1794 -0.0253
C -0.7882 3.9671 -2.4267
C -0.8999 0.1580 -2.0204
C 1.7215 -0.2423 0.8471
C 2.6027 -1.9136 5.9145
C -3.9496 1.6446 -4.4448
C 2.1219 0.8045 0.0028
H 5.6796 -2.2009 -2.9550
H 2.0897 -2.2768 1.3873
H -1.8812 -0.7296 6.8835
H -2.6445 4.2510 0.9196
H -3.7746 0.0485 -1.4996
H 3.4678 -2.0173 5.2622
H -0.0652 0.4015 -1.3993
H -0.0078 5.9061 -1.9890
H -0.9125 -3.8352 0.7131
H -2.4894 -3.0629 -1.1827
H 0.0883 -4.5905 -0.5044
H -6.1886 -0.2358 -1.9585
H 4.1248 -1.4376 -3.3094
H -2.8147 -0.9720 5.3917
H -2.8831 2.2188 -0.4714
H -0.2668 3.8545 -3.3635
H -3.2898 2.1267 -5.1490
H 2.3509 -2.8782 6.3510
H -5.7110 1.8621 -5.6367
H 6.2874 -0.1585 0.0459
H 3.5201 1.4720 -1.4568
H 2.8389 -1.2146 6.7139
H 1.6124 1.7516 0.0697
H -0.2079 0.5288 1.4332
H -1.5687 -5.1620 -0.2503
H -7.1611 0.7195 -4.0093
H 6.9698 -1.4286 -0.9694
H 4.0041 -2.5487 -0.1307
H -1.2155 6.1006 0.1452
H 5.6259 -0.5728 -3.6675
H -1.2694 -3.6193 -2.3281
H -2.2380 0.6527 5.8282
H 7.0061 0.2608 -1.5114

## Properties
HOMO level in eV: -3.629
Net charge: -1
Gap between HOMO and LUMO in eV: 4.93
LUMO level in eV: 1.297
Energy relative to the best compared isomer or geometry (same formula, charge and spin) in kcal per mole: 0.0

---

# 3
Computed, not measured: CH3ClOS in the gas phase at a distorted geometry, with ωB97M-V/def2-TZVPD.

Element x y z (Å)
Cl -0.4528 0.5919 -0.1504
S -1.9079 -0.2600 -0.9048
O -2.7652 0.9442 -0.6592
C 1.0572 -0.2010 0.3538
H 1.7484 0.5580 0.7196
H 0.8333 -0.9156 1.1457
H 1.4870 -0.7175 -0.5048

## Properties
HOMO level in eV: -7.094
Gap between HOMO and LUMO in eV: 7.24
LUMO level in eV: 0.148
Energy relative to the best compared isomer or geometry (same formula, charge and spin) in kcal per mole: 92.4